[1]
Molecular formula: C42H52BrCaN5O7P2
Method: DFT, ωB97M-V/def2-TZVPD

Geometry as XYZ:
```
110
Properties=species:S:1:pos:R:3:forces:R:3
Ca 0.257496 0.153352 0.468513 0.33 -1.73 -0.92
C 0.412295 5.388657 -3.062374 -0.12 -0.06 0.00
C 0.744788 4.783456 -1.697179 0.22 -0.35 -0.10
C 2.228110 5.045825 -1.348892 -0.03 0.04 0.05
P 0.203606 3.025807 -1.391057 -0.38 0.84 -0.33
C -1.551964 2.906827 -1.944065 0.09 0.15 0.06
C -1.605989 2.690715 -3.459500 0.09 -0.12 0.00
C -2.432815 4.106816 -1.566664 0.08 0.02 -0.01
C 1.139956 1.839214 -2.359620 -0.19 -0.06 0.18
C 2.203287 2.343869 -3.115371 0.04 0.05 0.07
C 2.903516 1.563716 -4.007220 0.03 -0.04 -0.10
C 2.521426 0.231943 -4.161802 0.00 0.05 0.06
C 1.471121 -0.286114 -3.443398 -0.05 0.05 -0.02
C 0.733223 0.471107 -2.496541 0.11 0.01 -0.41
N -0.254677 -0.080730 -1.732796 -0.21 -0.06 -0.74
C -1.089710 -1.061152 -2.238330 -0.23 -0.18 -0.30
C -1.451575 -1.049525 -3.611148 0.07 0.06 0.06
C -2.317614 -1.958789 -4.171723 0.00 -0.04 0.06
C -2.877680 -2.961849 -3.387967 -0.09 -0.07 -0.02
C -2.559706 -3.001672 -2.046181 0.03 0.02 -0.10
C -1.693204 -2.085968 -1.434182 0.15 0.07 0.01
P -1.403225 -2.184192 0.387680 -0.75 -0.89 -0.02
C -0.946479 -3.980597 0.855809 0.36 0.19 -0.04
C 0.399207 -4.019107 1.606057 -0.10 0.09 -0.04
C -0.996204 -5.076983 -0.210238 -0.10 0.00 0.14
C -3.133195 -2.262254 1.148743 -0.02 0.17 -0.22
C -4.026194 -3.458479 0.797369 0.09 0.00 0.05
C -3.942868 -0.989538 0.914328 0.08 -0.06 0.05
H 0.832724 6.394867 -3.110620 0.02 0.00 0.01
H 0.837033 4.803634 -3.879265 0.04 0.04 -0.01
H -0.660468 5.474884 -3.222957 0.10 0.01 -0.08
H 0.131863 5.282245 -0.939380 -0.02 -0.05 0.04
H 2.824083 5.167396 -2.254058 -0.04 0.02 -0.01
H 2.319840 5.967584 -0.774315 -0.05 0.01 0.00
H 2.672910 4.251635 -0.758740 0.08 -0.01 0.06
H -1.919715 2.007438 -1.454131 0.00 -0.05 0.02
H -1.134097 3.509432 -4.003367 -0.06 -0.06 -0.03
H -1.118301 1.763732 -3.745699 -0.03 0.03 -0.05
H -2.650289 2.635808 -3.770029 -0.02 0.01 0.03
H -2.247768 4.951817 -2.231677 -0.08 -0.04 0.05
H -3.479530 3.821694 -1.680208 0.01 -0.02 -0.02
H -2.287725 4.436271 -0.543829 -0.02 0.02 0.08
H 2.481958 3.380243 -3.006311 0.01 -0.07 -0.02
H 3.715957 1.977543 -4.588472 0.01 0.03 0.05
H 3.061313 -0.408205 -4.849722 -0.03 0.00 -0.02
H 1.190392 -1.317946 -3.599467 -0.01 0.00 0.02
H -1.030869 -0.276787 -4.240415 0.01 0.00 -0.01
H -2.567185 -1.883048 -5.223258 0.02 0.01 -0.01
H -3.560119 -3.687624 -3.811143 0.02 0.01 -0.01
H -2.996928 -3.779765 -1.440581 0.03 0.03 -0.04
H -1.703102 -4.220088 1.603687 -0.02 0.07 0.01
H 1.222091 -4.263928 0.933962 0.04 0.02 -0.03
H 0.620675 -3.059433 2.073752 0.04 -0.04 0.04
H 0.374199 -4.788235 2.381572 0.01 -0.03 -0.03
H -0.544935 -4.761769 -1.147626 0.06 0.01 -0.07
H -0.455236 -5.956408 0.150330 -0.01 -0.01 0.00
H -2.016044 -5.393228 -0.428956 0.03 0.00 -0.05
H -2.884479 -2.324708 2.215031 0.03 0.01 -0.01
H -4.529894 -3.287325 -0.154333 -0.03 -0.03 0.03
H -3.502684 -4.414118 0.750087 -0.07 0.03 0.01
H -4.798497 -3.547831 1.564285 -0.04 -0.01 -0.03
H -4.035010 -0.793012 -0.157292 -0.04 0.03 0.01
H -4.947072 -1.108918 1.329155 -0.01 -0.03 -0.03
H -3.482531 -0.129820 1.377779 0.02 0.12 0.02
O 3.449457 1.912843 1.716881 -0.12 -0.05 0.08
C 2.351642 1.920742 0.965799 0.58 0.12 -0.15
O 2.125794 1.008241 0.156479 2.16 0.86 0.00
C 1.452441 3.013356 1.065965 -0.05 0.01 -0.13
C 1.522236 4.111603 1.894303 -0.07 -0.13 -0.14
C 0.381703 4.876321 2.140660 -0.06 0.23 -0.02
C -0.850600 4.260442 1.872403 0.06 -0.07 -0.06
C -0.915295 3.139932 1.082371 -0.02 -0.02 -0.10
N 0.246159 2.835252 0.274406 0.12 0.00 -0.03
C -1.854833 2.062438 1.159566 -0.43 0.23 -0.41
O -3.053996 2.254813 1.738918 0.13 -0.05 0.15
O -1.664791 1.017390 0.532593 -1.98 0.94 0.38
H 3.748134 0.976017 1.721428 0.01 0.03 -0.02
H 2.449456 4.308003 2.418812 -0.01 -0.02 0.03
H 0.427428 5.755941 2.765642 0.01 -0.03 0.02
H -1.728897 4.592168 2.416981 -0.01 -0.02 0.02
H -2.939938 2.832260 2.504625 0.01 -0.03 0.01
Br 0.486815 -2.277851 8.960025 -0.01 0.04 -0.06
C 0.228017 -1.440303 7.271188 0.01 -0.06 0.05
C -0.358399 -0.187129 7.217516 0.00 -0.01 0.03
C -0.545067 0.412912 5.981743 -0.05 0.00 0.00
C -0.137275 -0.223117 4.816605 0.14 -0.10 -0.15
C 0.448365 -1.480513 4.896940 0.01 0.05 0.01
C 0.630428 -2.100514 6.122942 0.01 -0.05 0.01
C -0.305127 0.458369 3.470884 -0.02 -0.08 0.63
O -1.013398 1.470673 3.439292 0.03 -0.03 -0.01
O 0.304956 -0.070215 2.486972 -0.11 -0.04 2.52
H -0.659151 0.311117 8.128840 -0.02 -0.01 0.00
H -1.013176 1.385409 5.908554 0.04 0.01 -0.03
H 0.766376 -1.964756 3.984162 0.05 0.03 0.01
H 1.087970 -3.078409 6.187280 -0.01 0.00 0.02
C 3.876582 -4.672940 -1.269778 -0.13 0.05 -0.05
N 3.508454 -3.446739 -0.602638 0.04 -0.12 -0.04
C 4.246469 -2.835381 0.475438 -0.02 0.17 0.02
C 3.297217 -1.688344 0.873028 0.29 -0.34 0.03
O 3.563329 -0.897229 1.756368 0.01 0.04 -0.07
N 2.179137 -1.752826 0.089801 -0.31 0.16 -0.06
C 2.349285 -2.772903 -0.743546 0.39 0.08 0.10
N 1.459613 -3.113909 -1.670969 -0.04 0.05 0.12
H 4.905854 -4.909084 -1.013581 0.01 -0.01 -0.02
H 3.819307 -4.560990 -2.355154 0.03 -0.01 0.00
H 3.243094 -5.511501 -0.964509 0.02 0.00 0.01
H 5.202486 -2.429497 0.138154 0.01 0.00 0.04
H 4.420035 -3.518774 1.309172 -0.05 0.04 0.03
H 0.602554 -2.581544 -1.727408 -0.09 -0.09 -0.09
H 1.591659 -3.920106 -2.251166 -0.06 -0.02 -0.04
```
Forces are in eV/Å.

Total energy   -173244.95919 eV
Net charge   0
Orbital gap   7.01 eV
Spin multiplicity   1
E_LUMO   0.2 eV

These are the natural (NBO) partial charges, in e, on atoms 1 to 8: 1.720 -0.610 -0.566 -0.616 1.928 -0.585 -0.600 -0.613


[2]
Molecular formula: C42H53AlCl2N8PS
Method: DFT, ωB97M-V/def2-TZVPD

Geometry as XYZ:
```
108
Properties=species:S:1:pos:R:3:forces:R:3
C -2.599138 -2.604349 -0.953966 -0.14 0.10 -0.03
C -1.201672 -3.078759 -0.516083 0.05 -0.15 -0.11
C -0.316766 -1.991526 0.074425 0.11 0.13 -0.11
C -0.009097 -0.800685 -0.829571 -0.17 -0.20 -0.02
N 0.687132 0.203100 -0.034461 0.43 0.63 -0.45
Al -0.225723 1.681920 0.518691 -0.21 0.00 -0.14
P 0.930512 3.581502 -0.502730 0.31 0.04 0.04
S 2.942468 3.658693 -0.503919 -0.23 -0.11 0.02
C -0.285710 1.914195 2.519310 0.05 0.23 0.18
Cl 1.334884 2.171318 3.293776 0.00 -0.08 0.03
C -0.997929 0.718056 3.065953 -0.42 -0.18 -0.02
C -0.194024 -0.565303 3.167528 0.17 0.04 0.27
Cl -1.826343 1.043565 4.699626 0.08 0.00 0.08
H -2.774012 -1.552404 -0.702051 0.06 -0.11 0.03
H -3.385077 -3.185865 -0.462320 0.06 0.02 -0.05
H -2.753964 -2.696808 -2.033994 0.04 0.01 0.09
H -0.675757 -3.532442 -1.366320 -0.08 0.01 0.01
H -1.326698 -3.867574 0.230393 0.09 0.02 -0.11
H 0.674814 -2.380700 0.331916 -0.26 -0.19 0.29
H -0.760825 -1.599185 1.001915 0.02 -0.16 -0.44
H -0.938417 -0.407821 -1.277881 0.15 -0.02 0.08
H 0.608999 -1.141144 -1.673839 -0.03 0.03 0.07
H 1.578445 0.470901 -0.445072 -0.07 -0.26 0.05
H -1.767857 1.638381 0.030511 0.05 0.00 0.05
H 0.399936 4.807846 -0.044860 -0.03 0.09 0.10
H 0.457787 3.735313 -1.821896 -0.11 -0.09 -0.08
H -0.845021 2.817505 2.768972 -0.05 -0.05 -0.07
H -1.872505 0.551176 2.429855 0.06 0.10 0.04
H 0.632298 -0.505111 2.460515 -0.02 -0.16 -0.06
H -0.811066 -1.428923 2.911305 0.09 0.23 0.18
H 0.208395 -0.723947 4.167358 0.02 0.12 -0.06
N -0.363014 -4.168955 -5.401921 -0.06 0.02 -0.04
C 0.270988 -5.328619 -5.554025 0.06 -0.01 0.03
C 1.520335 -5.597468 -5.015232 0.01 0.00 0.00
C 2.148996 -4.605815 -4.277802 -0.02 0.00 -0.01
C 1.500441 -3.394113 -4.112907 0.02 0.06 0.07
C 0.249862 -3.224931 -4.690321 0.00 -0.02 0.02
H -0.244707 -6.086483 -6.134935 -0.02 0.02 0.00
H 1.982781 -6.563246 -5.171263 0.00 0.00 0.00
H 3.123292 -4.774130 -3.836931 0.00 0.00 0.00
H 1.941333 -2.590382 -3.538459 0.00 -0.01 0.00
H -0.281640 -2.287820 -4.565770 -0.01 0.00 -0.01
N 1.387429 -2.459023 5.771388 -0.15 -0.04 -0.07
C 2.393591 -3.251597 5.415905 0.07 -0.01 0.04
C 3.474518 -3.526347 6.243069 0.01 0.00 0.00
C 3.509661 -2.944896 7.500937 -0.03 -0.01 -0.05
C 2.466167 -2.114356 7.876727 -0.03 0.04 0.01
C 1.429228 -1.902209 6.977476 0.12 -0.01 0.03
H 2.337687 -3.684439 4.422507 0.00 0.02 -0.03
H 4.268007 -4.177858 5.900796 -0.01 0.02 -0.01
H 4.337221 -3.132075 8.173713 0.00 0.00 0.00
H 2.451983 -1.629797 8.843981 0.01 -0.01 0.00
H 0.602985 -1.246867 7.231821 -0.01 -0.01 -0.01
N -2.266463 4.368382 -1.013631 0.27 0.11 0.11
C -3.287562 3.798819 -1.640777 0.03 -0.02 -0.09
C -4.595373 4.248652 -1.527827 0.00 0.00 0.04
C -4.850520 5.335110 -0.704242 0.06 -0.03 0.00
C -3.790203 5.921371 -0.029531 -0.01 0.00 0.01
C -2.515774 5.400715 -0.216983 -0.25 0.04 -0.05
H -3.033916 2.942629 -2.257407 -0.07 -0.01 -0.01
H -5.389735 3.746597 -2.064071 -0.01 0.01 0.00
H -5.858329 5.712170 -0.582438 0.00 0.00 0.00
H -3.940655 6.761425 0.635865 -0.01 -0.01 -0.01
H -1.665790 5.831243 0.302760 0.03 -0.01 -0.03
N -1.269809 1.590170 -4.633054 0.05 -0.10 0.09
C -0.705659 2.696237 -5.108126 -0.07 0.05 -0.02
C -1.338477 3.547924 -6.004730 0.02 0.01 0.01
C -2.619351 3.232381 -6.427728 0.01 -0.01 0.03
C -3.217087 2.083086 -5.933684 -0.01 0.00 0.03
C -2.502411 1.298647 -5.038647 0.00 0.08 -0.01
H 0.293375 2.920189 -4.750328 0.00 -0.03 0.01
H -0.832301 4.438568 -6.352543 -0.01 0.00 0.00
H -3.144908 3.873278 -7.124543 0.00 0.00 0.00
H -4.219284 1.797800 -6.225363 0.01 0.00 -0.01
H -2.942607 0.400417 -4.617920 0.01 -0.01 -0.03
N 3.220830 7.205416 -3.109771 0.10 -0.09 0.03
C 2.101869 6.806417 -2.508628 -0.29 0.20 -0.08
C 0.905521 7.511877 -2.605140 -0.06 -0.05 0.05
C 0.865253 8.677659 -3.348806 0.06 0.01 -0.02
C 2.029639 9.099083 -3.974417 -0.01 -0.02 0.01
C 3.172448 8.326953 -3.821992 -0.06 0.07 -0.02
H 2.132033 5.894627 -1.924098 0.31 -0.11 0.01
H 0.025289 7.135937 -2.098945 0.00 0.00 -0.01
H -0.051505 9.246843 -3.440669 -0.01 0.00 0.00
H 2.058169 10.003343 -4.568323 0.00 0.00 0.00
H 4.097981 8.631092 -4.301394 0.01 -0.02 0.01
N -2.347307 -4.868587 2.290686 -0.01 -0.06 -0.13
C -1.939970 -4.129960 3.318710 0.00 -0.01 0.01
C -2.291892 -4.398941 4.635004 0.01 0.03 0.04
C -3.105530 -5.490052 4.891615 0.01 0.01 -0.05
C -3.533600 -6.266469 3.824802 -0.01 -0.01 -0.02
C -3.127756 -5.914052 2.545228 -0.02 0.01 0.18
H -1.304291 -3.283805 3.079264 -0.03 -0.12 0.04
H -1.932570 -3.759798 5.430338 0.02 0.01 -0.01
H -3.402256 -5.731202 5.904622 0.00 0.00 0.00
H -4.171360 -7.127710 3.975138 0.00 0.00 0.01
H -3.447125 -6.498000 1.688339 0.01 0.01 -0.01
N 2.978444 -2.745198 1.365977 -0.11 -0.12 -0.15
C 3.616554 -3.906650 1.464829 0.13 0.03 0.18
C 4.849782 -4.045549 2.087649 -0.02 -0.02 0.00
C 5.447376 -2.914513 2.625739 -0.03 0.02 0.00
C 4.791834 -1.699106 2.516060 0.01 0.05 0.01
C 3.558401 -1.663088 1.875621 0.06 -0.02 -0.05
H 3.120058 -4.768772 1.030682 -0.02 0.01 0.00
H 5.326829 -5.015490 2.143489 0.01 0.00 0.00
H 6.411795 -2.980132 3.114828 -0.01 0.00 0.00
H 5.221796 -0.785213 2.905937 -0.02 -0.04 0.00
H 3.020884 -0.732280 1.740736 -0.07 0.08 0.06
```
Forces are in eV/Å.

Total energy   -108102.75794 eV
Net charge   -1
Orbital gap   6.72 eV
Spin multiplicity   1
E_LUMO   2.3 eV

These are the Löwdin partial charges, in e, on atoms 1 to 8: -0.105 -0.255 -0.227 -0.323 -0.106 0.077 0.191 -0.106